[1]
C18H18ClNO4S in the gas phase, computed with wB97M-V/def2-TZVPD.

Each line ends with the natural charge from an NBO analysis.
CARTESIAN COORDINATES (ANGSTROEM)
C1 1.71649 2.42344 4.70088  -0.7134
C2 1.57217 1.33340 3.63145  0.5698
O1 2.20189 0.30118 3.79262  -0.5446
C3 0.77088 1.52558 2.41231  -0.2103
C4 0.37207 2.80670 2.00593  -0.1538
C5 -0.47672 2.96136 0.90497  -0.2493
C6 -0.83908 1.86550 0.13200  0.3325
C7 -0.34772 0.57956 0.46180  -0.1209
C8 0.40903 0.43625 1.62860  -0.0929
C9 -0.70066 -0.60882 -0.39005  -0.0940
N1 0.59179 -1.13716 -0.72598  -0.6208
C10 0.89876 -2.35635 -1.30744  0.6737
O2 -0.01093 -3.07461 -1.75160  -0.6567
C11 2.28491 -2.84560 -1.49104  -0.2092
C12 2.56830 -4.25712 -1.66828  -0.2036
C13 3.92280 -4.50091 -1.77686  -0.3934
S1 4.91236 -3.04320 -1.73468  0.4632
C14 3.46368 -2.09929 -1.48586  -0.2043
Cl1 3.53726 -0.39346 -1.12141  0.0491
C15 -1.50726 -0.24154 -1.68507  0.0939
O3 -2.21817 -1.38985 -2.19100  -0.7523
C16 -2.49004 0.94095 -1.32801  0.2544
C17 -3.21891 1.41973 -2.61518  -0.6180
C18 -3.54534 0.55202 -0.24551  -0.6495
O4 -1.80417 2.09273 -0.85195  -0.5023
H1 2.35898 2.02676 5.51556  0.2436
H2 0.76468 2.70508 5.10903  0.2276
H3 2.18107 3.32629 4.30271  0.2266
H4 0.67636 3.67265 2.59197  0.2202
H5 -0.93658 3.90492 0.62456  0.2318
H6 0.70885 -0.56027 1.91843  0.2316
H7 -1.27005 -1.28787 0.24103  0.2270
H8 1.38278 -0.58985 -0.38696  0.4176
H9 1.76437 -4.99304 -1.68394  0.2569
H10 4.31974 -5.49048 -1.91402  0.2442
H11 -0.80509 0.14096 -2.44681  0.1781
H12 -1.58536 -2.14980 -2.37017  0.5184
H13 -3.83144 0.58389 -3.01973  0.2318
H14 -2.52967 1.74770 -3.38334  0.2157
H15 -3.88847 2.26413 -2.38614  0.2140
H16 -4.36713 1.28374 -0.29076  0.2189
H17 -3.07135 0.56218 0.77407  0.2137
H18 -3.93509 -0.43750 -0.49615  0.2352

The HOMO energy is -8.99 eV. The value obtained for the LUMO energy is 0.192 eV. Its total charge is 0. Its SMILES is CC(=O)c1ccc2c(c1)[C@H](NC(=O)c1ccsc1Cl)[C@@H](O)C(C)(C)O2.

[2]
C2H2N4 as an isolated structure, computed with wB97M-V/def2-TZVPD.

Each line ends with the natural charge from an NBO analysis.
CARTESIAN COORDINATES (ANGSTROEM)
C1 0.68304 0.44731 0.92156  0.1614
N1 0.61820 -0.92979 0.75649  -0.4147
N2 -0.39902 -1.42140 0.04056  0.0517
N3 -0.71220 -0.66438 -0.95642  -0.2292
C2 -0.38255 0.63457 -0.95042  0.2419
N4 -0.03344 1.28099 0.17045  -0.4503
H1 0.75943 -0.52930 1.89450  0.4359
H2 -0.53345 1.18199 -1.87672  0.2033

The HOMO energy (spin up / spin down) is -9.58 / -9.58 eV. The value obtained for the LUMO energy (spin up / spin down) is -1.157 / -1.158 eV. Its total charge is 0.

[3]
C18H21N8OPTi as an isolated structure, computed with wB97M-V/def2-TZVPD.

Each line ends with the natural charge from an NBO analysis.
CARTESIAN COORDINATES (ANGSTROEM)
Ti1 9.06594 11.73334 8.79374  1.8434
C1 9.03634 17.21573 8.20702  -0.4081
N1 9.05677 15.82459 7.70835  -0.2792
C2 9.06541 15.43322 6.40568  -0.0203
C3 9.09747 14.08631 6.42558  -0.0574
N2 9.07809 13.61880 7.69534  -0.5979
C4 9.04451 14.70853 8.46711  0.0945
P1 8.98905 14.65957 10.33068  0.7958
C5 10.52050 13.54667 10.47487  0.1288
N3 10.73729 12.48066 9.69486  -0.6305
C6 12.01442 12.07019 9.92687  -0.0620
C7 12.58657 12.89941 10.83084  -0.0132
N4 11.63801 13.80658 11.17412  -0.2775
C8 11.86613 14.92345 12.12832  -0.4073
C9 7.50930 13.54727 10.42968  0.0751
N5 7.32542 12.45404 9.68174  -0.6111
C10 6.06573 12.02091 9.92503  -0.0708
C11 5.45567 12.86445 10.78641  -0.0116
N6 6.36764 13.82131 11.10942  -0.2729
C12 6.11177 14.96858 12.02676  -0.4056
H1 9.06376 17.88404 7.34728  0.2605
H2 9.90266 17.34668 8.84380  0.2319
H3 8.11913 17.37710 8.76145  0.2331
H4 9.06466 16.12527 5.56758  0.2746
H5 9.14579 13.45388 5.54602  0.2357
H6 12.50182 11.25478 9.42340  0.2563
H7 13.57747 12.92714 11.22410  0.2735
H8 12.28779 14.51030 13.03905  0.2557
H9 10.90160 15.38069 12.32598  0.2291
H10 12.54228 15.63780 11.65826  0.2503
H11 5.61779 11.18626 9.42056  0.2535
H12 4.44620 12.86949 11.17272  0.2758
H13 5.59318 14.60469 12.91244  0.2581
H14 5.52665 15.69150 11.47470  0.2465
H15 7.07260 15.38525 12.30451  0.2289
O1 9.07056 10.46600 10.64296  -0.9449
H16 9.82933 10.19842 11.19538  0.5374
H17 8.27847 10.35944 11.19417  0.5326
N7 8.96678 5.93702 4.32489  -0.0839
C13 8.99596 6.87162 4.99061  0.1736
C14 9.02184 7.97794 5.85426  -0.0040
C15 8.90867 9.25399 5.32264  -0.1711
C16 8.88489 10.28940 6.21614  0.0784
N8 9.02048 10.10464 7.55749  -0.6273
C17 9.16212 8.82519 8.03577  0.0896
C18 9.11902 7.73883 7.20894  -0.1844
H18 8.82909 9.41821 4.25287  0.2863
H19 8.79197 11.30033 5.85950  0.2231
H20 9.28532 8.70529 9.09234  0.2321
H21 9.23871 6.74304 7.61968  0.2869

The HOMO energy (spin up / spin down) is -18.12 / -18.11 eV. The value obtained for the LUMO energy (spin up / spin down) is -10.255 / -9.938 eV. Its total charge is +3. Its multiplicity is 2.

[4]
C22H31N3O3 in the gas phase, computed with wB97M-V/def2-TZVPD.

Each line ends with the natural charge from an NBO analysis.
CARTESIAN COORDINATES (ANGSTROEM)
C1 2.29194 -2.73768 0.87053  -0.6106
C2 2.27800 -3.38153 -0.51359  -0.2237
C3 0.89732 -3.91827 -0.90061  -0.3888
C4 -0.07468 -2.78216 -1.21198  -0.2163
C5 -1.42292 -3.32021 -1.68007  -0.6027
C6 0.54012 -1.86909 -2.27442  -0.2211
N1 1.80182 -1.32158 -1.80155  -0.4766
C7 2.35251 -0.30957 -2.69889  -0.2182
C8 3.21725 0.70887 -1.94828  -0.4091
C9 2.36656 1.70923 -1.17147  -0.2187
N2 1.53428 1.03363 -0.20278  -0.6462
C10 1.26353 1.55561 1.00530  0.6945
O1 1.70680 2.61808 1.38979  -0.6416
C11 0.28392 0.72550 1.84330  -0.5136
C12 -1.00450 1.47412 1.85887  0.0035
C13 -1.39066 2.50790 2.69978  0.0121
C14 -0.65302 3.08358 3.81958  0.7858
O2 -0.87635 4.15813 4.33550  -0.6119
O3 0.32955 2.29367 4.27774  -0.6774
N3 -2.61300 3.00625 2.28672  -0.3079
C15 -3.39306 4.04915 2.89639  -0.4232
C16 -3.02046 2.30247 1.19953  0.1644
C17 -4.18365 2.41874 0.43961  -0.2471
C18 -4.33189 1.57675 -0.63752  -0.2050
C19 -3.35304 0.62953 -0.96525  -0.2485
C20 -2.20767 0.50097 -0.21876  -0.1329
C21 -2.02799 1.34002 0.88486  -0.1172
C22 2.75740 -2.39712 -1.58216  -0.2147
H1 1.72193 -1.81469 0.87590  0.2061
H2 3.31235 -2.50190 1.16385  0.2113
H3 1.87151 -3.41508 1.61027  0.2095
H4 2.98021 -4.22335 -0.50091  0.2075
H5 0.49993 -4.53950 -0.09581  0.2090
H6 0.99724 -4.54801 -1.78892  0.1996
H7 -0.23146 -2.19886 -0.29939  0.1956
H8 -1.85564 -3.96818 -0.92165  0.2140
H9 -2.11746 -2.50502 -1.87024  0.2075
H10 -1.30725 -3.89465 -2.59704  0.2033
H11 -0.14159 -1.03940 -2.48536  0.2021
H12 0.67430 -2.44242 -3.20961  0.1670
H13 1.52338 0.22341 -3.17200  0.1993
H14 2.94390 -0.77947 -3.50213  0.1791
H15 3.82807 1.25497 -2.66827  0.2157
H16 3.88583 0.19253 -1.25934  0.2049
H17 2.99206 2.42665 -0.63295  0.2316
H18 1.73160 2.27139 -1.86992  0.1823
H19 1.24520 0.10192 -0.47959  0.4278
H20 0.13410 -0.26006 1.40417  0.2068
H21 0.68492 0.62893 2.84958  0.2644
H22 0.82940 2.77431 4.95552  0.5038
H23 -3.67150 4.78773 2.14254  0.2031
H24 -2.80392 4.53650 3.66818  0.2634
H25 -4.30348 3.63479 3.33808  0.1961
H26 -4.94245 3.14557 0.68559  0.2182
H27 -5.22039 1.64352 -1.24794  0.2128
H28 -3.51245 -0.00760 -1.82332  0.2069
H29 -1.45954 -0.23210 -0.47709  0.1915
H30 3.70672 -1.95930 -1.26748  0.2039
H31 2.93637 -2.94762 -2.52489  0.1684

The HOMO energy is -7.92 eV. The value obtained for the LUMO energy is 0.469 eV. Its total charge is 0. Its SMILES is C[C@H]1C[C@H](C)CN(CCCNC(=O)Cc2c(C(=O)O)n(C)c3ccccc23)C1.

[5]
An isolated ion of composition C10H8ClN2 and charge +1, computed with wB97M-V/def2-TZVPD.

Each line ends with the natural charge from an NBO analysis.
CARTESIAN COORDINATES (ANGSTROEM)
C1 -1.42283 1.93922 0.11009  -0.0641
C2 -2.72054 1.60089 0.16737  -0.3138
C3 -0.40188 0.96642 0.17992  -0.1898
C4 -0.84786 -0.45320 0.37575  0.4663
C5 -3.05931 0.25339 0.19889  0.3159
C6 0.89213 1.35565 0.27464  0.0525
C7 2.17633 0.73301 0.10807  -0.4009
C8 2.43527 -0.30328 -0.68585  0.2291
C9 2.83088 -1.16701 -1.53146  -0.4600
C10 0.51872 -2.45503 0.81126  0.1016
N1 -2.18746 -0.74400 0.33710  -0.4683
N2 -0.14972 -1.50835 0.45129  -0.3022
Cl1 -4.73957 -0.30641 0.05368  0.0883
H1 -1.12260 2.88912 -0.14345  0.2340
H2 -3.53820 2.43382 0.19616  0.2753
H3 0.83491 2.34429 0.49503  0.2177
H4 3.13072 1.27862 0.42316  0.2808
H5 2.81651 -2.10591 -1.14838  0.2412
H6 2.85123 -0.89250 -2.65564  0.2875
H7 0.85485 -3.25061 0.13593  0.2059
H8 0.84842 -2.60814 1.84642  0.2031

The HOMO energy (spin up / spin down) is -12.81 / -12.81 eV. The value obtained for the LUMO energy (spin up / spin down) is -5.651 / -5.650 eV. Its total charge is +1.